19
Properties=species:S:1:pos:R:3:forces:R:3:nbo_charge:R:1 method="wB97M-V/def2-TZVPD" de_lowest_kcal_mol=48.7 lumo_ev=0.7 smiles="C=[N+]([O-])O[Si](C)(C)C" charge=0 homo_ev=-9.804
O 0.2018 -2.6003 1.0947 0.139 -0.188 0.824 -0.370
H 0.4855 -4.3919 -0.8415 0.041 -0.029 0.306 0.217
H -2.2710 1.7350 0.0391 -0.158 0.071 0.232 0.236
H -1.2722 2.2182 -1.3152 0.103 0.213 -0.146 0.233
H 0.0097 1.3646 2.1896 0.039 0.246 -0.057 0.232
C 1.4868 0.8390 -0.7177 -0.601 -0.141 0.230 -1.128
C -0.2327 0.3689 1.8292 -0.013 -0.175 -0.627 -1.123
Si -0.2296 0.2999 -0.0711 0.445 1.391 0.754 1.832
C -1.6514 1.3639 -0.7678 0.625 -0.404 0.214 -1.105
H 0.4918 -0.3207 2.2505 0.146 -0.090 0.019 0.247
H -1.2051 0.0989 2.2331 -0.172 -0.050 -0.008 0.237
H 1.9999 0.0181 -1.2110 0.024 -0.194 -0.062 0.238
N -0.0028 -2.5869 -0.0754 -0.777 2.896 -0.798 0.389
C 0.1218 -3.3987 -1.0377 -0.007 -0.665 -1.046 -0.235
H 2.1275 1.1859 0.0867 0.082 0.061 0.191 0.236
H -2.2819 0.7846 -1.4347 -0.043 -0.128 -0.108 0.246
O -0.6096 -1.1778 -0.6738 0.233 -3.146 0.199 -0.848
H -0.1544 -3.0891 -2.0265 -0.045 0.193 0.030 0.230
H 1.4061 1.6464 -1.4390 -0.061 0.139 -0.145 0.236